9 unconnected molecules or ions with the total composition C18H58N4O9 at a distorted geometry, computed with wB97M-V/def2-TZVPD.

Cartesian coordinates (Å):
1 O 0.935509 2.869275 0.231112
2 H 0.549469 2.911835 1.105972
3 H 0.968779 1.934315 0.028702
4 O 1.320839 -1.456375 -2.919258
5 H 1.416409 -1.271875 -3.853638
6 H 1.848879 -2.241505 -2.774428
7 O 0.707529 0.372015 -0.905008
8 H -0.095311 -0.081135 -0.647458
9 H 0.935439 -0.007255 -1.753798
10 O -0.788921 -3.080195 -2.584378
11 H -0.144141 -2.380825 -2.691008
12 H -1.622231 -2.623085 -2.470878
13 C 0.450079 -3.366475 0.714102
14 C -0.210401 -4.781665 0.418462
15 C -1.776941 -4.745575 0.409592
16 O -2.283101 -6.020835 0.125512
17 C -3.724131 -6.211455 0.274952
18 N 0.267709 -5.058005 -0.940328
19 H 0.018439 -2.456485 0.297322
20 H 1.495329 -3.320655 0.408402
21 H 0.417189 -3.123905 1.776262
22 H 0.135069 -5.599635 1.050652
23 H -2.210161 -4.060475 -0.319148
24 H -2.035871 -4.376445 1.401962
25 H -4.229581 -5.658825 -0.517028
26 H -4.118561 -5.947435 1.256192
27 H -3.899531 -7.247665 -0.014198
28 H -0.216991 -5.909295 -1.186218
29 H -0.064041 -4.307935 -1.529768
30 C 3.256249 6.930635 -5.691188
31 C 2.776119 6.334395 -4.402038
32 C 2.525179 4.824765 -4.572828
33 O 1.885139 4.261755 -3.381668
34 C 1.927449 2.876245 -3.302588
35 N 3.753039 6.707545 -3.412028
36 H 2.487849 7.221205 -6.407588
37 H 3.804499 6.205225 -6.292278
38 H 3.832949 7.853145 -5.624108
39 H 1.843819 6.838605 -4.147708
40 H 3.434959 4.265075 -4.789938
41 H 1.885009 4.612785 -5.429178
42 H 2.926949 2.472075 -3.142108
43 H 1.579129 2.435735 -4.236788
44 H 1.333629 2.462095 -2.487758
45 H 4.658209 6.265525 -3.485438
46 H 3.385949 6.363615 -2.536208
47 C 0.811729 -4.221075 4.337252
48 C 0.770329 -2.932345 5.146602
49 C 0.694339 -1.638715 4.272542
50 O 1.855169 -1.412715 3.492552
51 C 1.775559 -0.320945 2.563082
52 N -0.354261 -3.104205 6.036152
53 H 0.016489 -4.335945 3.600712
54 H 0.882299 -5.155885 4.893352
55 H 1.674979 -4.206615 3.671892
56 H 1.660269 -2.922775 5.775892
57 H 0.549709 -0.704955 4.815922
58 H -0.143431 -1.730245 3.581262
59 H 1.680839 0.566915 3.188242
60 H 0.937399 -0.535605 1.900122
61 H 2.648129 -0.170665 1.927362
62 H -1.239121 -3.116175 5.549352
63 H -0.210881 -4.034255 6.402972
64 C -2.484041 2.563495 0.791932
65 C -2.152631 1.606595 1.954712
66 C -1.348901 2.292905 3.145252
67 O -0.055711 2.687745 2.757082
68 C 0.564459 3.341085 3.863692
69 N -3.384131 1.027265 2.493702
70 H -1.593941 3.123985 0.506142
71 H -3.111351 3.407575 1.078502
72 H -2.887481 2.091165 -0.103738
73 H -1.651031 0.734175 1.535912
74 H -1.311501 1.648215 4.023362
75 H -1.873211 3.204945 3.430532
76 H 0.058209 4.250345 4.187832
77 H 1.628869 3.490275 3.682432
78 H 0.566839 2.656885 4.712192
79 H -3.997541 1.602185 3.053432
80 H -3.041991 0.340885 3.150902
81 C -1.837091 -0.382095 -3.887338
82 C -2.316001 0.183035 -2.565508
83 O -2.382371 -0.953685 -1.651208
84 H -0.772971 -0.612565 -3.938668
85 H -1.982691 0.349445 -4.682168
86 H -2.400061 -1.287505 -4.114028
87 H -3.335181 0.559455 -2.653208
88 H -1.716731 1.028925 -2.228708
89 H -2.534211 -0.661385 -0.749488

Atoms 1-3, force components in eV/Å:
0.26 0.44 -0.41
-0.08 0.09 0.45
0.06 -0.24 -0.26

Values from the calculation:
gap between HOMO and LUMO (alpha / beta) = 0.28874 / 0.09422 Eh
HOMO energy (alpha / beta) = -10.5 / -10.5 eV
spin multiplicity = 2
charge = +1

***

A molecular structure, C25H31As2CrN6O6S2, computed with wB97M-V/def2-TZVPD.

Cartesian coordinates (Å):
1 Cr -0.656650 -0.129462 0.105844
2 O 0.109396 -1.918594 3.832163
3 S -0.676403 -1.231462 2.851261
4 O -1.633896 -0.253246 3.363845
5 O 0.217152 -0.529589 1.814436
6 O -2.006838 1.078994 0.813691
7 N 4.811966 -4.038498 -5.434754
8 C 3.823751 -3.624600 -4.556506
9 C 2.549090 -3.299516 -5.023338
10 C 1.553034 -2.929723 -4.138335
11 C 1.817153 -2.881642 -2.777724
12 C 3.080662 -3.210075 -2.300209
13 C 4.076044 -3.579018 -3.181302
14 S 0.575153 -2.378113 -1.645423
15 O 0.795220 -3.078805 -0.414686
16 O -0.685317 -2.487909 -2.348627
17 N 0.874567 -0.788449 -1.321101
18 C 0.302689 0.076884 -2.244297
19 N 0.904866 0.533993 -3.339424
20 C 0.215169 1.422825 -4.046498
21 C -1.042425 1.902170 -3.690658
22 C -1.577783 1.412739 -2.515985
23 N -0.901854 0.502914 -1.829421
24 H 4.696754 -3.777239 -6.398679
25 H 5.760761 -3.975642 -5.108371
26 H 2.340368 -3.348021 -6.085537
27 H 0.561900 -2.687889 -4.497287
28 H 3.272654 -3.184905 -1.235419
29 H 5.058458 -3.846036 -2.810332
30 H 0.696528 1.788540 -4.947915
31 H -1.563790 2.629872 -4.293661
32 H -2.535313 1.706651 -2.104446
33 C -3.427584 1.933605 3.317837
34 As -1.911757 2.078691 2.175371
35 C -2.138299 3.822015 1.388412
36 C -0.245187 2.288449 3.111077
37 C -0.321756 2.478061 4.484171
38 C 0.826696 2.750529 5.211957
39 C 2.047767 2.825090 4.564585
40 C 2.124417 2.610819 3.195263
41 C 0.984079 2.337576 2.448958
42 As 1.146863 1.880141 0.557101
43 C 1.541526 3.621655 -0.222300
44 C 2.905606 1.072726 0.492183
45 H -3.515133 2.847315 3.904226
46 H -3.352837 1.051396 3.942627
47 H -4.281028 1.841929 2.646366
48 H -2.124025 4.590444 2.161240
49 H -3.089324 3.841436 0.857816
50 H -1.334061 4.010022 0.680790
51 H -1.269324 2.387450 4.999989
52 H 0.766959 2.886922 6.283463
53 H 2.949868 3.028290 5.126971
54 H 3.094872 2.639935 2.716852
55 H 2.342582 4.082714 0.355655
56 H 0.671016 4.273163 -0.213199
57 H 1.871793 3.488892 -1.252193
58 H 3.676384 1.779831 0.794765
59 H 3.074353 0.744196 -0.531927
60 H 2.900458 0.197733 1.139457
61 N -3.338664 -1.006589 -1.138205
62 C -3.176058 -1.605565 0.124729
63 C -4.223199 -2.102180 0.834856
64 C -3.924631 -2.828131 2.043972
65 C -2.671460 -3.022057 2.459307
66 C -1.523441 -2.389212 1.735168
67 N -1.869873 -1.647568 0.525678
68 H -4.258472 -1.204412 -1.507137
69 H -2.632669 -1.373138 -1.772565
70 H -5.216872 -2.102983 0.409915
71 H -4.740295 -3.282928 2.595242
72 H -2.436220 -3.604481 3.340205
73 H -0.716134 -3.098929 1.520018

Atoms 1-3, force components in eV/Å:
-0.03 0.04 0.60
0.02 -0.07 0.05
0.19 0.28 -0.38

Values from the calculation:
gap between HOMO and LUMO (alpha / beta) = 0.21894 / 0.21549 Eh
ΔE to the lowest compared entry with this formula, charge and spin = 1.927 eV
HOMO energy (alpha / beta) = -5.9 / -6.0 eV
spin multiplicity = 4
charge = 0

***

15 unconnected molecules or ions with the total composition C43H113N3O15 at a distorted geometry, computed with wB97M-V/def2-TZVPD.

Cartesian coordinates (Å):
1 C 1.929573 0.457439 -0.422172
2 C 0.636552 -0.256325 -0.400561
3 C 0.163665 -0.426541 -1.864426
4 C 0.868331 -1.639413 -2.570729
5 C 0.694289 -3.009507 -1.843764
6 C 1.193974 -2.877868 -0.325478
7 N 0.719679 -1.582409 0.323496
8 O 1.032051 -1.479373 1.682056
9 C 0.551167 -4.033793 0.422847
10 C 2.706646 -2.955992 -0.324322
11 C -0.317326 0.698930 0.264736
12 H 2.195184 0.896608 0.539436
13 H 1.988377 1.218792 -1.199978
14 H 2.723594 -0.254717 -0.646803
15 H -0.908695 -0.618772 -1.899131
16 H 0.356782 0.464925 -2.461155
17 H 1.944284 -1.491043 -2.662477
18 H 0.489766 -1.768556 -3.584682
19 H 1.281405 -3.763574 -2.367957
20 H -0.341296 -3.338088 -1.931482
21 H 0.980837 -4.159089 1.416715
22 H -0.526500 -3.899950 0.516822
23 H 0.770809 -4.971868 -0.086937
24 H 3.199939 -2.185625 -0.917009
25 H 3.049269 -2.894050 0.708569
26 H 3.045399 -3.924386 -0.692505
27 H -1.318888 0.268866 0.262842
28 H -0.296447 1.664401 -0.240758
29 H -0.124199 0.887430 1.320795
30 H 0.286287 -1.856460 2.154530
31 C -4.874904 5.904204 2.134691
32 C -5.073692 6.098992 0.641586
33 C -4.143599 7.160013 0.076793
34 C -2.602451 6.783023 -0.058414
35 C -2.545957 5.451917 -0.824124
36 C -3.433340 4.296812 -0.315116
37 N -4.825209 4.874451 -0.129920
38 O -5.816030 3.946013 -0.077770
39 C -3.432847 3.224448 -1.376070
40 C -2.837367 3.754342 0.994438
41 C -6.521851 6.699325 0.402641
42 H -5.515670 5.099397 2.494964
43 H -5.215094 6.741837 2.743572
44 H -3.874118 5.751972 2.538863
45 H -4.493871 7.478041 -0.905184
46 H -4.270444 8.079696 0.647928
47 H -2.206099 6.892646 0.951040
48 H -2.037479 7.543432 -0.597570
49 H -1.497686 5.155791 -0.784949
50 H -2.829956 5.622066 -1.862634
51 H -4.025052 3.498817 -2.249064
52 H -2.460885 2.882402 -1.731576
53 H -3.860565 2.284812 -1.026443
54 H -3.486068 3.572030 1.851196
55 H -2.464900 2.744758 0.820965
56 H -1.935119 4.284714 1.299006
57 H -7.314770 6.072670 0.810905
58 H -6.723739 6.751070 -0.667248
59 H -6.538677 7.729387 0.758734
60 H -5.669177 3.470686 0.743264
61 C -0.169039 1.953648 6.340954
62 C 1.030373 1.527360 5.420054
63 C 0.698814 1.681545 3.954256
64 C 0.660329 3.171136 3.405063
65 C 1.971503 3.818869 3.743466
66 C 2.510412 3.633112 5.206131
67 N 2.280424 2.243447 5.698682
68 O 2.890237 1.926183 6.899553
69 C 4.039842 3.835961 5.092872
70 C 1.986095 4.785518 6.144975
71 C 1.346047 0.062368 5.675519
72 H -1.090283 1.836834 5.770190
73 H -0.145123 3.029394 6.514981
74 H 0.006780 1.492980 7.313037
75 H 1.494908 1.194307 3.391280
76 H -0.259060 1.190044 3.783949
77 H -0.142144 3.788721 3.808461
78 H 0.591867 3.326145 2.328316
79 H 1.867240 4.869575 3.472845
80 H 2.670704 3.458482 2.988921
81 H 4.457084 3.756797 6.096739
82 H 4.504268 3.022945 4.534829
83 H 4.305455 4.715061 4.505726
84 H 2.377922 4.601707 7.145366
85 H 2.238290 5.809207 5.868268
86 H 0.906871 4.775773 6.297572
87 H 0.571837 -0.573122 5.245567
88 H 1.599866 -0.148038 6.714458
89 H 2.219608 -0.266362 5.112559
90 H 2.303297 2.230951 7.595410
91 C -2.235748 -6.875597 0.347896
92 C -1.484165 -6.429099 -0.881903
93 O -1.975052 -6.976837 -2.017011
94 H -3.271295 -6.542153 0.280330
95 H -1.782827 -6.409868 1.223149
96 H -2.188183 -7.952806 0.507452
97 H -0.428926 -6.680272 -0.774739
98 H -1.506701 -5.341230 -0.946091
99 H -1.561340 -6.503589 -2.742593
100 C -3.176499 -2.324749 -0.620574
101 C -4.273421 -1.410514 0.068026
102 O -4.010981 -0.044713 -0.170464
103 H -2.187440 -2.072228 -0.238348
104 H -3.170665 -2.158913 -1.697863
105 H -3.374366 -3.376221 -0.412376
106 H -4.289823 -1.676023 1.125069
107 H -5.251727 -1.695373 -0.319119
108 H -3.964390 0.108961 -1.116949
109 C 1.422480 4.620537 -2.246049
110 C 0.423415 4.049590 -3.253285
111 O 0.699598 2.652824 -3.319984
112 H 2.413963 4.514307 -2.686238
113 H 1.422301 4.095137 -1.291033
114 H 1.209546 5.667323 -2.029252
115 H 0.565848 4.570243 -4.200242
116 H -0.593566 4.271691 -2.929997
117 H -0.089323 2.234834 -3.672811
118 C -1.937957 0.397039 -6.208347
119 C -1.159544 0.695950 -5.004233
120 O -1.868790 1.606663 -4.139067
121 H -1.450855 -0.196290 -6.982160
122 H -2.415898 1.271179 -6.650552
123 H -2.768339 -0.274062 -5.988812
124 H -0.192356 1.126582 -5.263447
125 H -0.945683 -0.220299 -4.453910
126 H -2.648117 1.209469 -3.743475
127 C 5.605356 -5.762508 -0.261315
128 O 5.848091 -6.133525 -1.562949
129 H 6.346884 -6.181474 0.418901
130 H 5.694025 -4.678171 -0.194480
131 H 4.592659 -6.010621 0.056455
132 H 5.532122 -7.024405 -1.730605
133 C 5.887610 -3.300892 -3.019338
134 O 5.024393 -4.418671 -3.354909
135 H 5.639066 -2.994127 -2.003353
136 H 6.945601 -3.552489 -2.945419
137 H 5.748283 -2.429044 -3.658531
138 H 5.128055 -5.036298 -2.627320
139 C -2.162009 -3.326396 3.117347
140 O -0.792675 -3.065041 3.435461
141 H -2.899911 -2.656397 3.558600
142 H -2.275965 -3.108938 2.055355
143 H -2.509912 -4.354632 3.216297
144 H -0.723888 -3.203119 4.382987
145 C -0.197170 -3.374614 -7.304889
146 O -0.134500 -3.182571 -5.930251
147 H 0.830967 -3.361335 -7.666633
148 H -0.463199 -4.415372 -7.489683
149 H -0.865652 -2.690248 -7.827263
150 H 0.790187 -3.159899 -5.673260
151 C -3.223271 -2.959330 -4.498347
152 O -4.466081 -2.382364 -4.308296
153 H -3.177207 -3.562231 -5.405263
154 H -2.463646 -2.212827 -4.730313
155 H -2.795275 -3.456810 -3.628036
156 H -4.973005 -3.031855 -3.815566
157 C 4.095732 -0.328436 2.556819
158 O 5.433504 -0.238798 3.047113
159 H 3.492661 -0.866913 3.287883
160 H 3.743601 0.702268 2.514885
161 H 3.924105 -0.752948 1.567656
162 H 5.319402 0.127933 3.926930
163 C 3.201408 -2.058437 -5.472960
164 O 2.549016 -3.208912 -5.100236
165 H 3.295496 -1.402385 -4.607608
166 H 4.228982 -2.110667 -5.832766
167 H 2.654390 -1.510404 -6.240118
168 H 3.140011 -3.746041 -4.567496
169 C 3.359628 -5.055344 3.087903
170 O 4.006097 -6.123814 3.734617
171 H 2.339371 -5.021610 3.470049
172 H 3.794861 -4.091227 3.350884
173 H 3.418649 -5.138475 2.002687
174 H 4.387660 -5.851388 4.572353

Atoms 1-3, force components in eV/Å:
2.41 0.03 -0.17
-0.17 -0.40 0.08
0.61 -2.16 -0.26

Values from the calculation:
gap between HOMO and LUMO = 0.29692 Eh
ΔE to the lowest compared entry with this formula, charge and spin = 1.848 eV
HOMO energy = -7.8 eV
charge = 0